Entry 1:
C30H47CsN5O6S | ωB97M-V with the def2-TZVPD basis set

The charge is +1. The value obtained for the HOMO-LUMO gap is 8.817 eV. As for the LUMO energy: -1.856 eV.

Cartesian coordinates (Å):
Cs 0.09064 0.14014 -0.25805
C 3.45268 2.41907 0.28811
N 3.27232 1.79641 -1.06265
C 4.29806 0.82284 -1.46291
C 3.95706 -0.65317 -1.36545
C 4.98158 -1.59690 -1.40233
C 4.65799 -2.98418 -1.32956
C 3.30321 -3.35383 -1.30755
C 2.39666 -2.32868 -1.21870
N 2.68616 -1.02530 -1.18036
C 2.87840 2.66617 -2.15021
C 1.93464 3.75569 -1.73528
C 2.40396 5.02586 -1.42221
C 1.52565 5.95581 -0.88654
C 0.17176 5.62293 -0.75502
C -0.20282 4.34169 -1.19160
N 0.65500 3.45346 -1.66613
C 3.63477 1.41316 1.38143
C 4.89035 0.97834 1.83244
C 4.94563 0.08353 2.90829
C 3.74680 -0.46551 3.39384
C 2.56438 0.06683 2.89654
N 2.47164 0.94789 1.88874
H 2.52905 2.96152 0.54356
H 4.21834 3.23966 0.27616
H 5.23357 1.00116 -0.89442
H 4.57866 1.07034 -2.52521
H 5.95768 -1.16775 -1.37914
H 5.46912 -3.73013 -1.33399
H 2.98848 -4.42946 -1.31190
H 1.33259 -2.54329 -1.19059
H 2.40536 2.03235 -2.85289
H 3.77508 3.13540 -2.66044
H 3.47333 5.23819 -1.46171
H 1.92789 6.93979 -0.60802
H -0.60179 6.27545 -0.34642
H -1.26334 4.02679 -1.09996
H 5.82863 1.44482 1.49193
H 5.91614 -0.20440 3.33859
H 3.69617 -1.31509 4.09446
H 1.59704 -0.25936 3.25727
C 0.34085 3.17427 2.83630
O -0.58035 2.29877 2.18427
C -1.88140 2.37105 2.74043
C -2.94091 1.76504 1.79141
O -2.41378 1.74738 0.41229
C -3.42343 1.25336 -0.53565
C -2.94745 1.43658 -1.98511
O -2.08771 0.33333 -2.40144
C -1.95903 0.07118 -3.77883
H -0.05108 4.22463 2.89222
H 1.23189 3.05141 2.22250
H 0.49771 2.80344 3.86059
H -2.20216 3.41300 2.89716
H -1.93880 1.83081 3.73260
H -3.82788 2.45886 1.85104
H -3.21970 0.72641 2.02006
H -4.35040 1.77011 -0.26410
H -3.53369 0.14010 -0.29850
H -2.43571 2.43159 -2.00969
H -3.87645 1.43736 -2.63788
H -2.96925 0.16427 -4.32974
H -1.64787 -0.98781 -3.85788
H -1.27011 0.76736 -4.30867
C -3.81901 -2.02087 2.66144
C -2.69233 -2.62985 3.45437
S -0.99426 -2.57862 2.61627
O -1.00374 -1.70655 1.41774
C -0.97716 -4.36861 2.08357
C -1.52753 -4.62727 0.69936
H -4.72472 -1.96896 3.29363
H -4.19836 -2.62911 1.85004
H -3.57423 -1.01773 2.34222
H -2.91813 -3.70394 3.78839
H -2.43331 -2.04804 4.34532
H -1.55032 -4.93724 2.85183
H 0.08063 -4.57933 2.15023
H -2.65392 -4.41312 0.69363
H -1.44004 -5.73536 0.42172
H -1.06550 -4.03443 -0.12323
N -5.25484 -3.73873 -2.32434
C -4.14089 -3.02265 -2.98091
C -2.85018 -3.85993 -3.03854
O -2.96624 -5.05332 -2.35415
O -1.76869 -3.53527 -3.50053
H -6.03231 -4.00229 -2.90023
H -5.65972 -3.24271 -1.54456
H -3.91900 -5.11447 -2.06943
H -3.77951 -2.13090 -2.38626
H -4.42851 -2.78140 -4.01313

These are the Mulliken partial charges, in e, on atoms 1 to 4:
1. Cs 0.975
2. C 0.221
3. N 0.511
4. C -1.424

=====

Entry 2:
C29H18Cl3GeN4O3PS3V | ωB97M-V with the def2-TZVPD basis set

The charge is +1. The value obtained for the HOMO-LUMO gap (alpha / beta) is 6.910 / 6.872 eV. As for the LUMO energy (alpha / beta): -4.639 / -4.681 eV.

Cartesian coordinates (Å):
V 0.99517 -1.53211 1.10040
S 3.08847 -1.60225 2.16599
C 2.39053 -0.08207 2.38214
N 1.07887 0.04825 2.24186
C 0.63096 1.29405 2.60682
C -0.69810 1.70454 2.67577
C -0.96402 2.97346 3.14938
C 0.06369 3.82837 3.53956
C 1.38877 3.43748 3.46982
C 1.66307 2.16547 3.00273
S 3.21745 1.36936 2.86954
H -1.48065 1.01680 2.38868
H -1.98797 3.29868 3.23214
H -0.17851 4.81035 3.91117
H 2.18413 4.08811 3.79425
O 2.67902 -3.90553 -2.03179
S 1.71388 -3.10812 -1.38410
O 0.55793 -4.08563 -0.90228
O 2.20241 -2.32681 -0.25806
C 1.00119 -1.98526 -2.57581
C 1.17957 -2.38402 -3.89171
C 0.89055 -1.51268 -4.92798
C 0.46670 -0.22806 -4.62712
C 0.27483 0.15579 -3.31292
C 0.51087 -0.72313 -2.25160
P 0.13379 -0.09894 -0.55857
C 1.01277 1.48580 -0.58301
C 0.43081 2.68073 -0.16654
C 1.18065 3.84349 -0.18010
C 2.50236 3.81724 -0.59666
C 3.09324 2.62143 -0.97873
C 2.35517 1.45355 -0.96347
C -1.64626 0.28222 -0.60992
C -2.14530 1.32044 -1.40134
C -3.50367 1.57927 -1.41677
C -4.37425 0.82428 -0.64527
C -3.88136 -0.18990 0.15846
C -2.52358 -0.45982 0.17903
H 1.57142 -3.37126 -4.07806
H 1.02427 -1.82403 -5.95131
H 0.29366 0.48438 -5.41798
H -0.03489 1.16699 -3.10318
H -0.59786 2.69975 0.16395
H 0.73007 4.77273 0.13074
H 3.07734 4.73010 -0.62600
H 4.12574 2.60102 -1.29189
H 2.80308 0.50777 -1.25697
H -1.48930 1.94378 -1.99040
H -3.88042 2.37930 -2.03482
H -5.43170 1.03444 -0.66721
H -4.53987 -0.78069 0.77457
H -2.13948 -1.24243 0.81766
N -0.23499 -2.45663 0.48709
C -0.45775 -3.60066 -0.06978
C -1.56073 -4.41616 0.08208
C -1.57139 -5.71657 -0.45658
N -1.55737 -6.77637 -0.88949
C -2.69904 -3.93888 0.75521
N -3.64025 -3.51281 1.25212
Cl 0.50905 -4.56745 3.06477
Ge 0.48393 -2.44939 3.27025
Cl -1.56130 -1.77852 3.30566
Cl 1.27459 -1.76322 5.12559

These are the Mulliken partial charges, in e, on atoms 1 to 4:
1. V -0.596
2. S -0.313
3. C 0.215
4. N 0.960

=====

For each record above, in turn, the calculated energy above the lowest of the compared OMol25 structures with the same formula, charge and spin values are 82.5, 84.6 kJ/mol.